Record 1
Entry from the OMol25 dataset: C41H38N8O2PPdS as an isolated structure (wB97M-V/def2-TZVPD).

Maximum force: 0.736 eV/A
Frontier orbital gap (spin up / spin down): 7.30 / 6.69 eV
E_tot: -3040.8367 a.u.

```
! RIJCOSX wB97M-V def2-TZVPD def2/J DEFGRID3
* xyz 1 3
Pd 0.621 -0.302 0.162
N 0.977 -3.536 -2.810
C 0.120 -2.819 -2.075
N 0.800 -1.971 -1.338
C 2.096 -2.221 -1.668
N 2.249 -3.161 -2.571
C 3.186 -1.487 -1.018
C 4.530 -1.702 -1.297
N 5.487 -1.028 -0.675
C 5.102 -0.135 0.230
C 3.765 0.096 0.518
N 2.808 -0.582 -0.109
H 0.779 -4.249 -3.492
H -0.952 -2.921 -2.097
H 4.824 -2.436 -2.036
H 5.878 0.418 0.745
H 3.444 0.824 1.250
O 1.125 1.320 1.774
S 0.536 2.683 2.032
C 0.747 2.937 3.795
C 1.152 1.879 4.589
C 1.304 2.087 5.954
C 1.055 3.338 6.499
C 0.659 4.393 5.686
C 0.506 4.199 4.323
C -1.214 2.496 2.079
C -2.006 3.610 1.846
C -3.345 3.618 2.139
C -4.032 2.500 2.860
C -3.325 1.157 2.706
C -1.796 1.157 2.372
H 1.356 0.918 4.135
H 1.623 1.272 6.589
H 1.178 3.496 7.562
H 0.478 5.371 6.113
H 0.207 5.018 3.680
H -1.541 4.509 1.455
H -3.931 4.506 1.931
H -3.996 2.749 3.931
H -3.548 0.515 3.560
H -1.179 0.566 3.050
N -2.161 -0.697 -0.902
P -2.798 -0.162 -2.227
C -1.798 -0.721 -3.632
C -0.486 -0.240 -3.676
C 0.371 -0.645 -4.683
C -0.072 -1.545 -5.650
C -1.370 -2.026 -5.608
C -2.239 -1.609 -4.603
C -2.959 1.620 -2.518
C -3.019 2.103 -3.827
C -3.156 3.461 -4.066
C -3.223 4.350 -3.001
C -3.159 3.877 -1.700
C -3.030 2.516 -1.456
C -4.437 -0.885 -2.502
C -4.634 -2.202 -2.086
C -5.869 -2.808 -2.251
C -6.917 -2.099 -2.826
C -6.727 -0.789 -3.235
C -5.489 -0.179 -3.078
H -0.137 0.441 -2.907
H 1.385 -0.266 -4.716
H 0.597 -1.863 -6.439
H -1.717 -2.717 -6.366
H -3.257 -1.978 -4.584
H -2.947 1.418 -4.663
H -3.204 3.825 -5.084
H -3.325 5.411 -3.189
H -3.211 4.566 -0.867
H -3.000 2.162 -0.438
H -3.821 -2.738 -1.609
H -6.017 -3.829 -1.926
H -7.884 -2.569 -2.949
H -7.545 -0.232 -3.673
H -5.356 0.849 -3.387
N -1.523 -0.064 0.162
C -2.215 0.388 1.127
N -3.547 0.480 1.416
C -5.511 2.433 2.451
C -6.343 1.340 3.132
O -6.656 0.245 2.293
C -5.648 -0.718 2.087
C -4.653 -0.371 0.987
H -5.585 2.293 1.369
H -5.954 3.407 2.666
H -7.310 1.746 3.423
H -5.852 0.981 4.048
H -6.170 -1.620 1.766
H -5.135 -0.953 3.028
H -5.207 0.096 0.168
H -4.225 -1.297 0.607
*
```

Record 2
Entry from the OMol25 dataset: C41H39As2Cl7N3O9S2SiY as an isolated structure at a distorted geometry (wB97M-V/def2-TZVPD).

Maximum force: 7.306 eV/A
Frontier orbital gap (spin up / spin down): 5.66 / 5.76 eV
E_tot: -11244.2274 a.u.

```
! RIJCOSX wB97M-V def2-TZVPD def2/J DEFGRID3
* xyz -2 1
Y -0.568 -0.084 1.132
O -2.948 2.892 1.381
C -3.245 4.001 0.598
C -2.401 4.118 -0.655
C -2.226 5.350 -1.282
C -1.459 5.415 -2.430
C -0.895 4.247 -2.924
C -1.139 3.069 -2.238
N -1.871 2.998 -1.130
H -2.909 2.077 0.834
H -3.084 4.892 1.213
H -4.304 4.009 0.296
H -2.666 6.241 -0.851
H -1.284 6.364 -2.922
H -0.264 4.244 -3.803
H -0.719 2.134 -2.600
Cl -7.454 -1.238 0.410
C -5.751 -1.485 0.628
C -5.266 -2.721 1.017
Cl -6.357 -4.044 1.283
C -3.887 -2.915 1.147
Cl -3.235 -4.467 1.556
C -2.985 -1.886 0.900
O -1.685 -2.023 0.983
C -3.480 -0.613 0.486
O -2.595 0.326 0.229
C -4.854 -0.442 0.367
Cl -5.428 1.098 -0.194
O -2.281 0.542 3.013
As -1.251 1.975 3.559
O -0.646 1.079 5.093
O -0.018 1.627 2.469
C 0.544 0.570 5.452
C 1.335 1.363 6.299
C 2.545 0.928 6.796
C 3.015 -0.340 6.469
C 2.249 -1.141 5.643
C 1.027 -0.713 5.130
S 0.242 -1.827 3.974
O -1.192 -1.685 4.150
O 0.763 -3.148 4.212
O 0.704 -1.254 2.676
H -2.056 -0.234 3.575
H 0.950 2.344 6.546
H 3.126 1.582 7.437
H 3.964 -0.698 6.847
H 2.586 -2.133 5.372
C 3.713 2.508 3.657
C 3.328 1.342 2.754
N 2.641 1.724 1.561
C 1.998 3.765 0.220
S 1.127 5.090 0.322
N 4.267 2.883 -1.147
C 5.545 2.356 -1.541
C 6.722 3.029 -0.835
H 4.322 2.155 4.495
H 2.824 3.000 4.054
H 4.284 3.244 3.087
H 2.596 0.673 3.213
H 4.242 0.746 2.569
H 3.794 1.030 -0.058
H 4.041 3.839 -1.418
H 5.627 2.530 -2.630
H 5.585 1.277 -1.379
H 6.649 4.115 -0.914
H 7.681 2.717 -1.264
H 6.719 2.772 0.227
C -5.165 -2.497 -2.583
C -4.316 -3.500 -2.143
C -2.952 -3.263 -2.024
C -2.434 -2.019 -2.360
C -3.293 -1.002 -2.766
C -4.652 -1.245 -2.898
As -0.600 -1.538 -1.962
C 0.130 -3.287 -1.489
C 0.156 -4.309 -2.438
C 0.616 -5.575 -2.105
C 1.049 -5.836 -0.812
C 1.018 -4.830 0.141
C 0.559 -3.563 -0.197
C 0.214 -1.506 -3.750
C -0.505 -1.087 -4.864
C 0.099 -1.023 -6.114
C 1.432 -1.377 -6.261
C 2.155 -1.793 -5.151
C 1.554 -1.855 -3.904
H -6.233 -2.673 -2.631
H -4.717 -4.460 -1.840
H -2.305 -4.039 -1.638
H -2.918 0.003 -2.929
H -5.314 -0.439 -3.187
H -0.197 -4.126 -3.446
H 0.626 -6.358 -2.855
H 1.406 -6.825 -0.547
H 1.336 -5.017 1.158
H 0.545 -2.815 0.582
H -1.550 -0.818 -4.773
H -0.478 -0.698 -6.972
H 1.906 -1.327 -7.234
H 3.199 -2.064 -5.252
H 2.132 -2.166 -3.043
Cl 2.937 2.242 0.086
Si 1.439 0.984 -1.168
Cl 2.754 -0.937 -0.627
Cl 2.018 1.451 -3.122
*
```

Record 3
Entry from the OMol25 dataset: C41H39BCeCl2GeN4O2P as an isolated structure at a distorted geometry (wB97M-V/def2-TZVPD).

Maximum force: 3.566 eV/A
Frontier orbital gap (spin up / spin down): 5.61 / 5.62 eV
E_tot: -5793.6700 a.u.

```
! RIJCOSX wB97M-V def2-TZVPD def2/J DEFGRID3
* xyz -1 1
Ce -0.182 1.195 -1.393
Cl -5.973 -3.993 -0.091
C -4.524 -2.948 -0.088
C -3.753 -2.834 1.106
C -2.758 -1.950 1.141
Cl -1.963 -1.673 2.644
C -2.389 -1.123 0.032
O -1.548 -0.221 0.067
C -3.102 -1.377 -1.189
C -2.667 -0.873 -2.453
O -1.849 -0.018 -2.709
C -4.186 -2.276 -1.187
H -4.053 -3.418 1.931
H -3.172 -1.474 -3.168
H -4.565 -2.558 -2.190
C -2.302 2.115 2.317
N -0.936 2.429 2.731
C -0.799 3.875 3.235
N -1.751 4.027 4.327
C -3.128 3.649 3.998
N -3.207 2.239 3.426
C -3.058 1.231 4.544
P -1.423 1.462 5.412
C -0.385 1.571 3.875
C -1.303 3.356 5.542
H -2.319 1.064 1.972
H -2.653 2.803 1.484
H -0.256 2.185 1.931
H -1.120 4.563 2.408
H 0.213 3.950 3.570
H -3.530 4.322 3.272
H -3.750 3.634 4.963
H -3.095 0.254 4.086
H -3.889 1.415 5.200
H -0.222 0.613 3.466
H 0.575 1.982 4.100
H -0.204 3.455 5.724
H -1.872 3.757 6.371
C 0.919 1.251 0.937
C 1.583 0.754 1.840
C 2.303 0.134 2.937
C 1.991 -1.138 3.502
C 2.689 -1.672 4.561
C 3.662 -0.909 5.180
C 3.893 0.376 4.717
C 3.266 0.915 3.581
H 1.177 -1.734 3.115
H 2.423 -2.645 4.746
H 4.162 -1.216 6.151
H 4.598 1.024 5.281
H 3.488 1.852 3.156
B -2.182 5.803 -0.156
C -1.544 4.435 -0.764
N -0.980 3.619 -1.401
H -2.252 5.912 1.082
H -3.202 5.971 -0.786
H -1.345 6.624 -0.491
C 1.255 0.586 -2.523
Ge 1.743 -1.152 -3.120
C 1.037 -1.504 -4.934
C -0.355 -1.640 -5.088
C -0.950 -1.671 -6.353
C -0.212 -1.467 -7.511
C 1.158 -1.303 -7.364
C 1.793 -1.373 -6.130
C 3.654 -1.222 -3.326
C 4.405 -2.250 -4.023
C 5.643 -1.909 -4.492
C 6.307 -0.760 -4.189
C 5.718 0.177 -3.326
C 4.376 -0.063 -2.986
C 0.885 -2.395 -1.818
C 0.819 -2.224 -0.432
C 0.139 -3.136 0.383
C -0.789 -4.068 -0.171
C -0.889 -4.073 -1.562
C 0.033 -3.376 -2.344
H -0.964 -1.521 -4.247
H -2.045 -1.680 -6.428
H -0.627 -1.476 -8.479
H 1.690 -1.079 -8.233
H 2.812 -1.175 -6.073
H 3.929 -3.193 -4.196
H 6.217 -2.671 -5.016
H 7.138 -0.334 -4.812
H 6.115 1.112 -2.983
H 3.723 0.655 -2.417
H 1.577 -1.656 0.136
H 0.378 -3.146 1.440
H -1.467 -4.587 0.500
H -1.667 -4.760 -2.007
H -0.132 -3.434 -3.470
*
```

Record 4
Entry from the OMol25 dataset: a 2-piece molecular cluster, C41H39F6N2OSi overall at a distorted geometry (wB97M-V/def2-TZVPD).

Maximum force: 2.268 eV/A
Frontier orbital gap: 4.91 eV
E_tot: -2659.0245 a.u.

```
! RIJCOSX wB97M-V def2-TZVPD def2/J DEFGRID3
* xyz 1 1
F -5.079 1.083 -4.403
C -4.813 0.318 -3.315
F -3.913 1.008 -2.536
F -5.974 0.228 -2.572
C -4.312 -1.066 -3.616
N -3.992 -1.723 -2.344
C -4.832 -2.812 -1.989
C -4.701 -4.031 -2.683
C -5.631 -5.049 -2.483
C -6.717 -4.859 -1.619
C -6.892 -3.622 -0.993
C -5.949 -2.607 -1.158
C -2.832 -1.404 -1.682
C -2.746 -1.678 -0.299
C -1.707 -1.150 0.441
C -0.601 -0.542 -0.216
C 0.583 -0.276 0.521
C 1.874 -0.632 0.053
C 3.063 -0.062 0.606
C 4.308 -0.477 0.184
C 4.439 -1.442 -0.854
N 5.662 -1.793 -1.362
C 6.858 -0.999 -1.056
C 6.886 0.212 -1.946
F 7.986 0.997 -1.768
F 6.869 -0.201 -3.267
F 5.767 0.993 -1.768
C 5.927 -3.007 -2.053
C 5.711 -3.105 -3.440
C 6.396 -4.076 -4.174
C 7.186 -5.037 -3.532
C 7.320 -4.994 -2.139
C 6.696 -3.991 -1.400
C 3.279 -2.095 -1.334
C 2.031 -1.682 -0.913
C -0.661 -0.345 -1.625
C -1.752 -0.771 -2.351
H -5.119 -1.629 -4.092
H -3.430 -1.019 -4.261
H -3.868 -4.146 -3.379
H -5.511 -5.991 -3.019
H -7.439 -5.666 -1.454
H -7.780 -3.441 -0.389
H -6.099 -1.634 -0.690
H -3.537 -2.282 0.158
H -1.665 -1.293 1.522
H 0.491 0.007 1.561
H 2.963 0.729 1.357
H 5.207 -0.107 0.682
H 6.882 -0.711 0.001
H 7.718 -1.622 -1.319
H 5.056 -2.385 -3.938
H 6.328 -4.077 -5.261
H 7.703 -5.811 -4.117
H 7.937 -5.732 -1.625
H 6.808 -3.926 -0.315
H 3.396 -2.921 -2.044
H 1.154 -2.189 -1.314
H 0.182 0.128 -2.134
H -1.763 -0.674 -3.436
C -0.700 0.320 4.510
Si -0.205 2.047 4.018
C 0.123 3.207 5.445
C 1.184 2.288 2.782
O -1.683 2.518 3.312
C -1.930 3.581 2.537
C -1.285 3.931 1.359
C -1.578 5.376 1.078
C -2.509 5.783 2.222
C -2.932 7.051 2.622
C -3.705 7.172 3.791
C -4.004 6.043 4.577
C -3.525 4.785 4.209
C -2.780 4.677 3.026
H 0.097 -0.187 5.068
H -1.585 0.368 5.161
H -0.966 -0.302 3.646
H 1.071 2.943 5.932
H 0.203 4.244 5.091
H -0.680 3.161 6.191
H 2.125 1.941 3.231
H 1.045 1.775 1.825
H 1.310 3.355 2.550
H -0.617 3.291 0.784
H -0.704 6.044 1.092
H -2.067 5.534 0.107
H -2.674 7.944 2.043
H -4.093 8.146 4.097
H -4.599 6.152 5.483
H -3.690 3.889 4.806
*
```

Record 5
Entry from the OMol25 dataset: C41H40BKN14O as an isolated structure (wB97M-V/def2-TZVPD).

Maximum force: 0.447 eV/A
Frontier orbital gap: 5.35 eV
E_tot: -3053.2823 a.u.

```
! RIJCOSX wB97M-V def2-TZVPD def2/J DEFGRID3
* xyz -2 1
K -0.158 -0.458 -0.176
C -4.052 -2.012 -2.254
C -3.203 -1.900 -1.135
N -1.956 -2.296 -1.124
C -1.430 -2.859 -2.250
C -2.207 -3.031 -3.415
C -3.546 -2.580 -3.383
C -1.639 -3.584 -4.589
C -0.321 -3.934 -4.572
C 0.474 -3.774 -3.422
C -0.024 -3.242 -2.238
N 0.706 -2.936 -1.122
C 1.790 -3.619 -0.753
C 2.153 -4.924 -1.140
C 3.271 -5.581 -0.613
C 4.102 -5.003 0.311
C 3.786 -3.696 0.765
C 4.556 -3.045 1.755
C 4.197 -1.810 2.205
C 3.053 -1.203 1.647
N 2.331 -1.760 0.709
C 2.663 -3.002 0.259
H -5.055 -1.607 -2.230
H -3.563 -1.429 -0.223
H -4.146 -2.645 -4.284
H -2.245 -3.672 -5.482
H 0.141 -4.326 -5.472
H 1.525 -4.026 -3.472
H 1.521 -5.449 -1.842
H 3.476 -6.593 -0.951
H 4.966 -5.518 0.713
H 5.427 -3.556 2.157
H 4.761 -1.297 2.974
H 2.720 -0.232 2.000
C -0.678 -3.333 2.101
C -0.992 -2.096 2.881
C -1.492 -1.994 4.194
C -1.573 -0.639 4.438
C -2.048 0.067 5.667
N -1.136 0.003 3.334
N -0.782 -0.891 2.375
B -1.082 1.529 3.076
N -2.056 1.976 1.962
N -1.962 1.490 0.698
C -2.905 2.085 -0.015
C -3.072 1.765 -1.468
C -3.633 2.984 0.793
C -3.055 2.881 2.041
C -3.406 3.610 3.297
N 0.367 2.016 2.781
N 1.015 1.715 1.625
C 2.189 2.323 1.685
C 3.173 2.192 0.566
C 2.327 3.024 2.897
C 1.139 2.800 3.562
C 0.718 3.293 4.909
H -1.055 -4.213 2.626
H 0.399 -3.451 1.967
H -1.111 -3.297 1.101
H -1.759 -2.794 4.866
H -2.327 -0.673 6.418
H -2.918 0.696 5.468
H -1.279 0.713 6.093
H -1.430 2.072 4.093
H -2.234 1.174 -1.837
H -3.115 2.674 -2.072
H -3.990 1.209 -1.668
H -4.460 3.614 0.508
H -4.246 4.279 3.099
H -2.573 4.211 3.667
H -3.694 2.929 4.099
H 2.833 1.439 -0.145
H 4.152 1.881 0.938
H 3.305 3.133 0.026
H 3.166 3.607 3.241
H 1.528 3.885 5.339
H 0.496 2.471 5.592
H -0.176 3.916 4.857
N 3.514 4.202 -5.019
C 3.147 4.545 -3.752
O 3.501 5.589 -3.237
C 2.268 3.549 -3.053
C 2.311 2.193 -3.345
C 1.416 1.353 -2.699
N 0.540 1.786 -1.800
C 0.530 3.079 -1.494
C 1.371 4.003 -2.099
H 4.018 4.890 -5.550
H 3.040 3.460 -5.503
H 3.018 1.777 -4.050
H 1.387 0.295 -2.930
H -0.180 3.375 -0.730
H 1.336 5.051 -1.838
N -0.950 0.177 -4.422
C -2.031 0.138 -4.854
N -3.192 0.081 -5.460
C -4.312 0.303 -4.823
N -5.371 0.480 -4.367
*
```